Entry from OMol25: C6H9N in the gas phase (ωB97M-V/def2-TZVPD).

The geometry in XYZ format:
```
16
Properties=species:S:1:pos:R:3:nbo_charge:R:1
C 1.36869 1.39466 0.04156 -0.267
C 0.50334 0.62940 -0.84720 -0.092
N 1.82195 0.06653 -0.42173 -0.387
C 1.03376 -1.08911 0.15011 -0.202
C -0.29294 -0.35666 -0.03280 -0.103
C -1.31037 0.00678 1.00618 -0.415
C -1.73428 -0.65697 -0.27816 -0.405
H 1.06014 1.58201 1.06942 0.198
H 1.90102 2.21608 -0.43170 0.213
H 0.37136 0.79296 -1.91068 0.209
H 1.35082 -1.47336 1.12561 0.189
H 1.12809 -1.88623 -0.59632 0.201
H -1.54086 1.05483 1.18480 0.213
H -1.35120 -0.61717 1.89752 0.215
H -2.14161 -1.66263 -0.25833 0.218
H -2.20068 0.00132 -1.00974 0.215
```

Output
Orbital gap (eV): 10.01
SMILES: C1[C@H]2N1CC21CC1
E_HOMO (eV): -8.926
DFT total energy (eV): -7854.6677
Net charge: 0



Entry from OMol25: a molecular structure, C43H43AuN7O2S in a non-equilibrium geometry (ωB97M-V/def2-TZVPD).

The geometry in XYZ format:
```
97
Properties=species:S:1:pos:R:3:mulliken_spin:R:1
Au -0.52924 -0.26927 0.02716 0.374
C 2.53503 -5.01772 1.08435 0.006
C 2.41415 -3.49113 1.00851 0.001
C 3.46961 -2.83117 1.90170 0.004
C 2.53792 -3.03769 -0.42268 0.048
C 3.74342 -3.18496 -1.08448 -0.040
C 3.88895 -2.80498 -2.40814 0.060
C 2.81806 -2.25921 -3.10334 -0.046
C 1.59173 -2.09303 -2.49228 0.017
C 0.37993 -1.61432 -3.24910 0.017
C 0.70123 -0.72694 -4.45221 -0.002
C -0.42995 -2.83488 -3.70795 0.011
C 1.43650 -2.49970 -1.13800 0.066
N 0.20726 -2.34116 -0.56059 0.253
C -0.55790 -3.34929 -0.12777 -0.010
O -0.32723 -4.53259 -0.31728 0.023
C -1.82894 -2.90588 0.53836 0.003
C -2.73222 -3.81748 1.07643 0.003
C -3.90424 -3.33808 1.64149 -0.003
C -4.14250 -1.97091 1.66200 -0.002
C -3.18181 -1.12431 1.12075 -0.036
N -2.07897 -1.60711 0.57231 0.104
C -3.35891 0.36365 1.08683 -0.004
O -4.30706 0.90282 1.63129 0.118
N -2.35392 1.02474 0.48083 0.399
C -2.48466 2.31973 0.06237 0.226
C -3.45796 2.67003 -0.91213 0.105
C -3.56098 3.99279 -1.30224 -0.060
C -2.74327 4.96809 -0.76081 0.161
C -1.79598 4.63014 0.19690 -0.049
C -1.63893 3.32185 0.60728 0.082
C -0.71082 2.95395 1.73231 0.080
C -1.47808 3.09356 3.05342 0.022
C 0.56615 3.79209 1.75562 0.001
C -4.38794 1.64864 -1.50669 0.019
C -4.28332 1.62992 -3.03336 0.016
C -5.81604 1.95323 -1.03942 0.014
H 2.47162 -5.34168 2.12021 0.001
H 3.48348 -5.35568 0.67496 0.000
H 1.72873 -5.48152 0.52357 -0.001
H 1.42710 -3.20443 1.38922 -0.008
H 4.46741 -3.20162 1.68211 0.000
H 3.25201 -3.04685 2.94567 0.000
H 3.46821 -1.75138 1.76392 -0.001
H 4.58633 -3.61432 -0.56556 0.001
H 4.83620 -2.94403 -2.90617 0.003
H 2.94738 -1.98855 -4.13843 0.000
H -0.24811 -1.03847 -2.55129 -0.022
H 1.10730 -1.30998 -5.27440 0.000
H 1.41413 0.05282 -4.19438 0.000
H -0.21405 -0.25610 -4.80615 0.000
H 0.16335 -3.44832 -4.38087 -0.001
H -1.32634 -2.50828 -4.22970 0.000
H -0.72000 -3.44809 -2.86057 -0.001
H -2.49314 -4.86957 1.03865 0.002
H -4.62525 -4.02292 2.06170 0.000
H -5.03873 -1.54495 2.08499 0.000
H -4.29624 4.27190 -2.04043 0.005
H -2.85513 5.99547 -1.07149 0.002
H -1.20118 5.41179 0.64182 0.004
H -0.43649 1.89986 1.61618 -0.030
H -1.82898 4.11593 3.17605 -0.003
H -0.83300 2.83930 3.89244 0.000
H -2.34381 2.43445 3.06546 0.002
H 0.37119 4.79804 2.11598 0.001
H 1.00026 3.85759 0.76028 0.000
H 1.29487 3.33647 2.42241 -0.002
H -4.11892 0.65037 -1.14408 -0.002
H -4.55953 2.58982 -3.46027 0.000
H -4.94702 0.87113 -3.43927 -0.001
H -3.26384 1.39679 -3.33631 -0.005
H -6.12394 2.94888 -1.34654 0.000
H -5.86522 1.89420 0.04554 -0.002
H -6.50927 1.22948 -1.46123 0.001
S 6.19240 2.68648 2.45111 0.000
N 5.11205 1.80156 3.25115 0.000
C 4.10877 1.50606 2.43665 -0.001
C 2.94587 0.73212 2.74315 -0.001
C 2.70360 0.18792 4.01007 0.002
C 1.57244 -0.57280 4.20409 -0.001
C 0.71571 -0.77263 3.12268 -0.001
N 0.91739 -0.23701 1.93952 0.008
C 2.00136 0.51152 1.71609 -0.008
C 2.16423 1.11102 0.40282 -0.005
N 1.18566 0.97674 -0.50660 0.083
C 1.29800 1.56186 -1.68461 0.003
C 2.41299 2.30662 -2.06200 0.001
C 3.43634 2.46672 -1.15461 -0.001
C 3.31405 1.87560 0.10688 -0.007
C 4.29464 2.05243 1.13288 0.001
N 5.42991 2.73037 1.03374 0.000
H 3.41596 0.37381 4.79825 0.000
H 1.34657 -1.00158 5.16805 0.000
H -0.17292 -1.38179 3.21732 0.000
H 0.46142 1.44209 -2.35447 0.000
H 2.45246 2.76334 -3.03760 0.000
H 4.32066 3.04858 -1.37005 0.000
```

Output
⟨S²⟩: 2.036
Orbital gap (alpha / beta) (eV): 6.63 / 4.36
E_HOMO (alpha / beta) (eV): -10.058 / -10.243
Spin multiplicity: 3
DFT total energy (eV): -74337.7598
Net charge: +1



Entry from OMol25: a gas-phase ion, C10H12BrN2O (charge +1) in a non-equilibrium geometry (ωB97M-V/def2-TZVPD).

The geometry in XYZ format:
```
26
Properties=species:S:1:pos:R:3:nbo_charge:R:1
O -0.43876 0.00500 2.26455 -0.710
C -0.23777 -1.15602 1.49831 0.080
N -0.47848 -0.71510 0.10837 -0.304
C 0.35114 0.49547 -0.01390 0.055
C -0.27302 1.74701 -0.02797 -0.187
C 0.53506 2.89743 0.00802 -0.174
C 1.84137 2.77408 -0.25714 -0.187
C 2.48564 1.59981 -0.38946 -0.229
C 1.77933 0.45005 -0.06915 -0.011
Br 2.79957 -1.30615 -0.25058 0.039
C -2.03678 -0.53538 0.11327 0.231
N -2.61451 -1.17370 -0.76676 -0.287
C -1.70332 -1.86096 -1.61315 -0.325
C -0.31970 -1.77449 -1.04984 -0.205
H -0.28726 -0.25508 3.16481 0.502
H -0.95568 -1.93847 1.83580 0.203
H 0.80506 -1.57411 1.65680 0.223
H -1.41443 1.71246 0.11828 0.245
H 0.14263 3.94830 0.05484 0.253
H 2.47852 3.70922 -0.27830 0.246
H 3.57879 1.55922 -0.61100 0.263
H -2.53772 -0.26696 1.04683 0.257
H -1.71959 -1.56680 -2.64023 0.253
H -2.24855 -2.83279 -1.73965 0.263
H -0.03335 -2.72585 -0.63031 0.245
H 0.50179 -1.21619 -1.53244 0.262
```

Output
Orbital gap (eV): 10.07
SMILES: OC[N@+]1(c2ccccc2Br)C=NCC1
E_HOMO (eV): -13.134
DFT total energy (eV): -85625.3330
Net charge: +1



Entry from OMol25: 2 unconnected molecules or ions with the total composition C3H9NO2 in a non-equilibrium geometry (ωB97M-V/def2-TZVPD).

The geometry in XYZ format:
```
15
Properties=species:S:1:pos:R:3:nbo_charge:R:1
C -1.32108 2.60069 3.29505 -0.726
C -1.76910 1.77644 2.17748 0.414
O -0.99170 0.93618 1.76735 -0.528
H -1.79489 3.51879 3.33865 0.219
H -1.46505 2.11909 4.27822 0.246
H -0.26839 2.62037 3.31257 0.250
H -2.52414 2.06627 1.50078 0.125
N 0.77940 -2.73076 -3.11098 -0.904
C 1.77349 -1.72182 -2.44557 0.104
O 1.72758 -1.68184 -1.00173 -0.717
H -0.09839 -2.82078 -2.59301 0.365
H 0.70538 -2.59650 -4.13023 0.367
H 1.63604 -0.71429 -2.92223 0.135
H 2.71118 -2.15191 -2.80096 0.171
H 0.89968 -1.21993 -0.66537 0.480
```

Output
Orbital gap (eV): 9.78
SMILES: CC=O.NCO
E_HOMO (eV): -8.929
DFT total energy (eV): -8840.1308
Net charge: 0